Entry 1:
18
Properties=species:S:1:pos:R:3:mulliken_spin:R:1 method="wB97M-V/def2-TZVPD" de_lowest_kcal_mol=1.2 spin_multiplicity=3 e_tot_ha=-1767.47589 homo_lumo_gap_ha="0.23959 / 0.24062" largest_force_ev_per_a=6.077 lumo_ev="-10.154 / -10.100" s_squared=2.004 homo_ha="-0.6127 / -0.6118" total_charge=+2
C -0.92125 -0.23164 -0.78009 0.01
O -1.66673 0.56564 2.65702 0.00
C 0.11048 1.48721 -1.96565 0.00
H -0.06172 -1.77648 2.43735 0.00
H 1.21629 -2.00675 3.65667 0.00
Tm 0.74818 1.45721 0.32099 2.01
C -0.89928 0.94191 1.89228 0.00
H 1.40902 -2.70173 2.02160 0.00
O 1.58718 -0.58181 2.12194 0.00
O 0.71206 -1.90002 -0.56103 0.00
H -0.97708 -2.29806 -1.66293 0.00
O -2.07099 0.01867 -0.42690 0.01
C -0.38877 -1.55915 -1.07240 0.00
O -0.11423 1.26026 -3.08303 0.00
C 1.01245 -1.84572 2.59015 0.00
O 2.93781 -0.70346 -1.35418 0.00
C 2.10750 -0.11149 -0.82273 -0.01
H 2.45177 -0.77718 1.71245 0.00



Entry 2:
90
Properties=species:S:1:pos:R:3:mulliken_spin:R:1 method="wB97M-V/def2-TZVPD" de_lowest_kcal_mol=23.6 spin_multiplicity=5 e_tot_ha=-2261.09902 homo_lumo_gap_ha="0.23701 / 0.23443" largest_force_ev_per_a=5.355 lumo_ev="0.520 / -1.250" s_squared=6.020 homo_ha="-0.2179 / -0.2804" total_charge=0
Cl 2.18662 -1.14855 3.33241 0.14
C -1.04785 1.21514 3.19807 -0.03
C 3.48087 2.73078 2.19853 0.03
C -1.23274 2.34129 4.03811 -0.03
H -1.77268 -0.60626 -5.16631 0.00
H 2.54131 -1.86144 -1.09399 -0.02
C -3.67663 -2.97575 1.21484 0.00
H 2.24847 1.11025 -0.45631 0.01
H -2.43152 -3.21249 4.46862 0.00
H -0.27780 -4.15971 -3.27424 0.00
C 2.70232 -0.98853 -0.44399 -0.04
H -1.90932 -2.02493 3.28921 -0.06
H -2.77270 4.89608 -1.66124 0.00
H 4.77204 -1.44464 -0.00467 0.00
H -4.19033 -3.31271 3.21753 0.00
H -0.36064 4.12400 4.89155 0.00
C -1.20633 -2.54641 -4.38057 0.00
H -1.66692 -1.22058 -1.45654 0.01
H -1.97020 -3.14173 -4.89275 0.00
C 3.78270 0.75857 -2.55537 0.00
H 1.19725 -4.01690 2.49453 0.03
H 0.10723 -0.09468 -3.70025 0.00
H -1.33877 0.70537 -3.11287 0.00
H -0.13674 2.24009 -2.55725 0.00
C -4.08204 -1.74157 0.96519 0.01
H 4.07815 0.84021 -3.60856 0.00
H 1.69554 1.21692 -2.92743 0.00
C 4.19062 -0.61422 -0.42624 0.02
H -4.28565 -1.00769 1.76089 0.00
H -3.05989 3.32189 0.14278 0.00
H -4.03256 2.73790 -1.20827 0.00
H 2.36535 -1.29166 0.59545 0.08
H -0.34273 4.65434 -2.31192 0.00
C 2.10996 4.03216 3.72778 0.01
C 0.15993 1.06121 2.56542 0.20
C 1.23368 1.97401 2.74901 -0.21
H 4.75316 -1.16796 -2.43089 0.00
H -2.75766 -1.15405 -3.80776 0.00
H -0.33307 -2.52652 -5.04569 0.00
H -0.18037 -3.59759 4.22981 -0.01
H 4.09822 4.58705 3.12621 0.00
C 2.29094 0.40975 -2.47954 0.02
H -0.40399 -2.50181 0.52794 0.14
C 3.29169 3.85095 3.03270 -0.01
C 0.03912 -2.34132 -2.15652 -0.05
H -2.72922 0.92317 0.00419 0.00
H 0.27107 -2.86600 -1.22065 0.04
C 1.92976 0.20483 -1.00234 0.05
H -2.48673 3.62982 -2.84292 0.00
C -3.31694 -3.54372 2.58527 0.00
H 0.95462 2.79916 -1.28813 0.00
C -0.87359 -0.28026 -3.24032 0.00
C -2.31193 3.91029 -1.79562 0.00
C -0.80569 4.02242 -1.54382 0.00
H -2.19639 2.48220 4.53341 0.00
Ru 0.77427 -0.68525 1.52532 2.97
C 4.68349 -0.25398 -1.82861 0.01
C -1.73018 -1.11654 -4.19537 0.00
C -0.67160 -1.00755 -1.89505 0.06
H -0.62402 2.05318 0.46082 0.00
H -0.99630 -4.96321 3.54235 -0.01
H -3.41486 -3.62647 0.36740 0.00
C -0.82303 -3.23177 -3.06272 0.01
H -1.73705 -3.50698 -2.51950 0.00
H 2.61866 0.80918 1.60385 -0.13
C -0.10666 2.66056 -1.54048 0.00
H 5.69751 0.15371 -1.76009 0.00
H 2.08136 -0.50447 -3.05444 0.00
C -2.28686 1.54054 -0.79323 0.01
H 1.00414 -2.14900 -2.64805 0.00
H 3.93295 1.75314 -2.11209 0.00
H -4.33483 -1.42992 -0.05299 0.00
C -0.76678 1.67831 -0.56675 0.05
H -0.63273 4.51015 -0.57561 0.00
C 1.04127 3.11650 3.60782 0.00
C -0.78188 -3.89576 3.36155 0.04
H -3.24646 -4.62279 2.46921 0.00
C -0.21655 3.25909 4.24316 0.04
C 0.18537 -3.76247 2.13716 -0.01
P 0.12503 0.01886 -0.54050 -0.23
H -0.10462 -4.50262 1.36936 0.01
H -2.47823 0.99522 -1.72650 0.00
C -2.09123 -3.09763 3.42506 0.08
H 1.95882 4.90147 4.37397 0.00
C 2.46478 1.77984 2.11689 0.09
C -3.00078 2.89916 -0.86900 0.00
H -1.82800 0.45969 3.04876 0.03
H 4.39903 2.59363 1.63150 0.00
H 4.31205 0.24022 0.25516 0.00
C 0.30291 -2.45621 1.40515 0.63



Entry 3:
53
Properties=species:S:1:pos:R:3:nbo_charge:R:1 method="wB97M-V/def2-TZVPD" de_lowest_kcal_mol=3.1 smiles="Cc1nc(CCNC(=O)C[C@@H]2C(=O)NCCN2Cc2ccc(F)cc2)sc1C" e_tot_ha=-1644.72961 homo_lumo_gap_ha=0.33190 largest_force_ev_per_a=1.121 lumo_ev=0.712 homo_ha=-0.3057 total_charge=0
H 2.25661 -1.63163 -1.28305 0.22
C 2.88410 1.25770 1.51192 -0.23
C 5.23240 -0.44185 -0.21706 -0.19
C -5.32408 -1.74264 -0.21646 -0.21
H -3.47751 2.15605 1.74116 0.19
C -2.73418 0.13594 2.01434 -0.48
H 0.56614 3.02557 -1.23522 0.25
H -3.12395 -0.03615 3.01812 0.22
H 2.12016 2.99012 0.51792 0.24
H -1.76820 -0.37282 1.91757 0.27
H 1.03465 0.33474 -1.70922 0.23
H -5.84764 -0.33507 -2.62257 0.22
C 2.86325 2.21526 0.31403 -0.25
C 0.93448 0.14812 0.40716 0.68
H 5.86017 0.43579 -0.27915 0.21
F 5.28265 -3.73285 1.26322 -0.33
N 1.77376 0.33626 1.43442 -0.60
C 3.51274 0.78531 -1.58671 -0.22
O -0.01801 2.85939 1.36434 -0.66
C -3.65983 -0.44614 1.00749 0.11
H 4.36243 1.45195 -1.76284 0.20
C 3.20976 -1.59244 -0.77910 -0.18
C 3.63195 -2.69947 -0.06498 -0.28
N 2.49175 1.58266 -0.93064 -0.44
C -2.51498 1.63397 1.76734 -0.21
H 3.02258 -3.58641 0.00278 0.23
C -4.62646 -0.82112 -0.94205 0.12
C 4.86143 -2.65640 0.56480 0.39
N -3.70632 -0.11377 -0.23381 -0.49
H -1.89169 2.06728 2.55306 0.24
C 0.08129 2.10083 -0.92242 -0.48
H -6.81580 -3.21810 0.13717 0.22
H 6.63766 -1.54586 0.98386 0.23
O 0.01541 -0.65249 0.47621 -0.67
N -1.82991 1.82102 0.51180 -0.62
H -7.17230 -2.11579 -1.20164 0.22
C -4.80513 -0.55704 -2.39892 -0.64
H -2.22089 1.25434 -0.23410 0.44
C 1.17219 0.99260 -0.84633 -0.14
H -4.18889 0.28791 -2.69091 0.23
H 3.81887 0.68468 1.54744 0.20
H 2.79733 1.83784 2.43563 0.21
C -0.57947 2.30345 0.43603 0.68
C 3.99462 -0.44683 -0.85249 -0.07
H 3.84089 2.68592 0.19868 0.20
H -0.67240 1.82761 -1.65848 0.22
H 1.58479 -0.21934 2.25783 0.40
C -6.38221 -2.67083 -0.69524 -0.64
H 3.10918 0.49142 -2.56079 0.21
H -4.51191 -1.42885 -2.98275 0.22
H -5.96740 -3.38717 -1.40548 0.22
S -4.79174 -1.70992 1.43603 0.39
C 5.67765 -1.54269 0.49209 -0.29